DFT (ωB97M-V/def2-TZVPD) results for the molecule C31H40ClF7INO3.

The geometry in XYZ format:
```
84
Properties=species:S:1:pos:R:3:mulliken_charge:R:1
C 4.00 3.97 0.33 -1.164
C 4.70 3.05 -0.65 -0.741
C 3.74 2.12 -1.41 -0.144
Cl 4.59 0.67 -2.03 -0.218
C 2.47 1.73 -0.69 0.472
C 1.22 2.28 -1.12 0.653
C 1.18 3.20 -2.32 -2.031
C 1.18 2.39 -3.65 -0.609
C 0.10 2.89 -4.59 -1.192
I -0.30 1.49 -6.16 0.013
C 0.01 1.91 -0.48 0.178
C -1.37 2.36 -0.93 0.226
C -2.33 2.68 0.22 -1.697
C -3.51 1.69 0.40 0.199
C -4.23 1.28 -0.89 -0.849
C -3.88 -0.15 -1.33 0.431
C -4.95 -0.79 -2.24 -1.117
C -5.79 -1.86 -1.55 -0.594
C -5.08 -3.20 -1.33 -0.792
C -4.14 -3.32 -0.12 -0.642
C -4.71 -2.85 1.20 -0.443
O -3.64 -2.83 2.16 -0.332
C -3.76 -1.80 3.11 -0.657
C 0.04 0.99 0.59 -0.893
C 1.26 0.46 1.00 0.304
C 2.46 0.82 0.39 0.093
C 3.67 0.21 1.01 -0.132
O 4.68 0.81 1.22 -0.567
C 3.48 -1.21 1.46 -0.055
C 4.67 -2.13 1.30 0.833
F 5.48 -1.65 0.33 -0.333
F 4.29 -3.37 0.92 -0.286
C 5.55 -2.25 2.57 0.621
F 5.66 -1.05 3.14 -0.258
F 4.97 -3.09 3.45 -0.318
C 7.00 -2.78 2.29 0.663
F 7.49 -3.30 3.41 -0.264
F 6.99 -3.72 1.37 -0.250
F 7.79 -1.80 1.91 -0.235
C 2.31 -1.60 2.00 1.114
C 1.99 -3.01 2.46 -0.995
N 0.74 -3.26 3.15 -0.610
C 1.28 -0.52 2.11 -0.572
O 0.52 -0.44 3.04 -0.558
H 3.62 3.43 1.19 0.262
H 3.17 4.50 -0.14 0.250
H 4.69 4.73 0.69 0.435
H 5.50 2.49 -0.18 0.379
H 5.17 3.68 -1.41 0.504
H 3.47 2.63 -2.32 0.354
H 0.33 3.87 -2.29 0.776
H 2.05 3.85 -2.28 0.748
H 2.17 2.44 -4.11 0.461
H 1.00 1.35 -3.41 0.556
H 0.37 3.83 -5.04 0.470
H -0.83 3.00 -4.05 0.404
H -1.30 3.24 -1.56 -0.130
H -1.75 1.57 -1.57 0.192
H -1.80 2.70 1.17 0.608
H -2.74 3.68 0.10 0.417
H -4.23 2.18 1.05 0.420
H -3.15 0.82 0.95 -0.555
H -5.31 1.37 -0.78 0.521
H -3.92 1.94 -1.70 0.354
H -2.92 -0.17 -1.84 0.310
H -3.78 -0.76 -0.43 -0.312
H -4.47 -1.25 -3.11 0.407
H -5.62 -0.02 -2.62 0.475
H -6.21 -1.45 -0.64 0.210
H -6.64 -2.07 -2.20 0.387
H -5.81 -4.00 -1.28 0.384
H -4.47 -3.40 -2.21 0.339
H -3.21 -2.79 -0.31 0.273
H -3.85 -4.36 0.01 0.459
H -5.15 -1.86 1.15 0.361
H -5.44 -3.58 1.56 0.297
H -4.79 -1.67 3.46 0.405
H -3.15 -2.04 3.98 0.285
H -3.41 -0.84 2.72 0.124
H -0.87 0.69 1.08 0.680
H 2.79 -3.41 3.07 0.332
H 1.98 -3.62 1.55 0.364
H 0.75 -2.82 4.06 0.304
H -0.06 -2.88 2.66 0.239
```

LUMO level = -1.02 eV
SMILES = CC[C@@H](Cl)c1c(CCCI)c(CCCCCCCCCCOC)cc2c1C(=O)C(C(F)(F)C(F)(F)C(F)(F)F)=C(CN)C2=O
Energy relative to the best compared isomer or geometry (same formula, charge and spin) = 32.7 kJ/mol
Net charge = 0